[1]
43
Properties=species:S:1:pos:R:3:forces:R:3:nbo_charge:R:1 method="wB97M-V/def2-TZVPD" relative_energy_kj_mol=141.0 largest_force_ev_per_a=2.0 e_homo_ev="-7.0078 / -6.9658" energy_ev=-186733.076 mol_weight_g_mol=702.1
Ni 0.5805 0.6322 -0.0440 0.5 1.1 1.2 0.659
O 4.8382 1.3941 5.0740 0.1 -0.4 -0.1 -0.548
C 4.0876 1.4786 4.1471 -0.1 0.9 0.1 0.215
S 4.6174 1.9568 2.5042 0.0 -0.3 0.0 0.347
C 3.0180 2.0441 1.8259 0.0 0.1 -0.2 -0.409
C 1.9842 1.8215 2.6458 -0.2 0.1 0.1 -0.437
S 0.3730 1.8645 1.9801 0.1 -0.4 0.0 0.193
S 2.3126 1.4519 4.3138 0.1 -0.2 0.0 0.349
S 2.7201 2.3338 0.1406 0.2 0.3 0.2 0.258
C 0.7098 0.3714 -4.5115 0.0 -0.1 -0.1 -0.637
C 0.4162 -0.0690 -3.0972 0.0 0.0 0.2 -0.060
O 0.9571 0.8422 -2.1380 0.1 0.1 -0.1 -0.747
H 0.2991 -0.3469 -5.2228 0.0 0.0 0.0 0.221
H 1.7830 0.4471 -4.6808 0.0 0.0 0.0 0.222
H 0.2555 1.3404 -4.7297 0.0 0.0 0.0 0.204
H 0.8923 -1.0236 -2.8665 -0.1 0.0 -0.1 0.195
H -0.6626 -0.1676 -2.9234 0.0 0.0 -0.1 0.159
H 0.7392 1.7501 -2.3852 -0.1 0.1 0.0 0.494
Se -2.8269 -2.3032 1.7788 -0.1 0.1 0.1 1.065
N -3.8774 -0.8886 1.9880 0.1 -0.3 0.0 -0.581
C -3.4412 0.1080 1.2474 0.2 -0.1 0.1 0.145
C -4.0466 1.3856 1.0959 -0.1 0.2 0.0 -0.180
C -3.4331 2.2561 0.2571 -0.2 0.1 0.2 -0.234
C -2.2146 1.9180 -0.4044 0.3 -0.1 0.0 0.111
N -1.5911 0.7669 -0.2667 -0.4 0.1 -0.6 -0.505
C -2.2377 -0.1372 0.5018 0.1 -0.1 0.3 0.345
N -1.7831 -1.3669 0.6451 -0.5 0.2 0.0 -0.480
H -4.9580 1.6240 1.6244 0.0 0.0 0.0 0.242
H -3.8552 3.2353 0.0831 0.0 0.0 0.0 0.240
H -1.7000 2.6451 -1.0186 -0.1 0.1 0.0 0.251
O 0.2714 3.4172 -0.3731 0.1 0.2 0.3 -0.720
C 0.8487 2.5193 0.2438 -0.3 -1.5 -1.4 0.075
I 3.2752 -1.3898 1.2782 0.0 0.0 0.0 0.155
C 1.4688 -2.2624 0.6714 0.1 0.2 0.2 0.170
C 1.3635 -3.6276 0.8264 -0.4 0.1 -0.1 -0.481
C 0.1685 -4.2079 0.3369 0.3 -0.1 0.2 -0.116
C -0.8183 -3.4557 -0.1999 -0.3 0.2 0.1 -0.403
C -0.6789 -1.9761 -0.2393 0.5 -0.4 -0.3 0.097
N 0.5764 -1.4174 0.1663 -0.1 -0.3 -0.3 -0.730
H 2.1641 -4.2154 1.2386 0.0 0.0 0.0 0.235
H 0.0576 -5.2864 0.3589 0.0 0.0 0.0 0.216
H -1.6940 -3.9002 -0.6572 0.1 0.0 -0.1 0.215
H -0.9591 -1.5624 -1.2154 -0.2 0.1 0.1 0.192


[2]
14
Properties=species:S:1:pos:R:3:forces:R:3:nbo_charge:R:1 method="wB97M-V/def2-TZVPD" smiles="C=C(C)[P@@](O)(=S)S" relative_energy_kj_mol=185.3 largest_force_ev_per_a=5.2 e_homo_ev=-9.5682 energy_ev=-36230.542 mol_weight_g_mol=154.2
C 0.5156 -1.7096 0.5684 -1.8 -0.7 0.7 -0.275
C 0.1046 -0.4396 0.4123 0.6 -2.2 -2.3 -0.423
C 1.1375 0.6156 0.2740 0.7 -0.9 2.9 -0.649
P -1.5295 -0.0377 -0.1624 -0.6 1.8 -2.6 1.260
O -1.2994 0.6230 -2.0625 -1.3 -3.3 3.8 -0.929
S -3.0903 -1.1682 0.0573 1.1 0.3 -0.2 -0.461
S -1.8040 1.7931 0.7756 -1.0 0.3 0.4 -0.259
H -0.1058 -2.6302 0.7017 0.0 1.3 -0.4 0.223
H 1.5388 -1.9430 0.7101 1.0 0.2 0.1 0.195
H 0.9996 1.1752 1.2133 0.8 0.4 -0.4 0.229
H 2.1056 0.1248 0.2315 0.2 -0.1 0.6 0.225
H 1.2012 1.2426 -0.5375 -0.9 1.5 -2.0 0.237
H -1.8711 -0.1543 -2.3615 1.0 1.5 -0.1 0.472
H -0.8298 2.5175 0.2341 0.3 -0.1 -0.3 0.154


[3]
50
Properties=species:S:1:pos:R:3:forces:R:3:nbo_charge:R:1 method="wB97M-V/def2-TZVPD" largest_force_ev_per_a=2.7 spin_multiplicity=5 e_homo_ev="-10.0645 / -10.0756" energy_ev=-69052.154 mol_weight_g_mol=522.3 s2=6.007 charge=+1
C -1.4730 -1.7678 3.2092 0.1 -0.3 -0.2 -0.205
C -0.7033 -1.1934 2.1973 -0.1 0.2 -0.2 -0.050
C -1.0451 -1.4835 0.8479 -0.3 0.2 0.5 0.131
C -2.1299 -2.3166 0.5416 0.0 0.0 0.5 -0.049
C -2.9210 -2.8168 1.5832 0.3 0.1 -0.4 -0.175
C -2.5712 -2.5796 2.9057 0.0 0.2 0.2 -0.221
C -2.3654 -2.7401 -0.8886 -0.3 -0.6 -0.1 -0.459
C -1.3469 -2.2219 -1.8818 0.1 -0.1 -0.7 -0.036
C -0.2661 -1.4412 -1.4398 0.0 0.6 -0.1 0.089
C 0.8359 -1.1405 -2.3041 -0.2 0.4 0.1 0.000
C 0.7608 -1.5859 -3.6231 -0.1 -0.6 -0.2 -0.233
C -0.3408 -2.3141 -4.0821 0.1 0.1 -0.2 -0.218
C -1.3999 -2.6028 -3.2269 0.1 -0.1 0.5 -0.170
H -1.1576 -1.6418 4.2460 -0.2 0.1 -0.2 0.219
H -3.8027 -3.4068 1.3277 0.3 0.0 0.2 0.220
H -3.1449 -3.0339 3.7126 0.1 0.2 -0.2 0.227
H -2.2517 -3.8438 -0.9018 -0.1 0.4 0.0 0.240
H 1.6235 -1.4603 -4.2828 -0.3 0.1 0.2 0.219
H -0.3549 -2.6906 -5.1073 0.0 0.2 0.3 0.230
H -2.2792 -3.1532 -3.5705 0.4 0.0 0.0 0.224
N -0.3490 -0.8354 -0.1747 1.0 0.5 0.2 -0.869
Ho -0.5326 1.3252 -0.4837 -0.8 0.8 0.4 1.817
C 0.4453 -0.2407 2.5481 0.1 -0.4 0.5 -0.726
H 1.3969 -0.5284 2.0653 -0.4 0.1 0.0 0.249
H 0.6042 -0.2385 3.6391 0.0 -0.3 -0.3 0.232
C 2.1076 -0.3736 -1.8780 0.4 -0.1 0.0 -0.725
H 2.5719 -0.7902 -0.9683 -0.4 0.1 -0.1 0.259
H 2.8780 -0.4627 -2.6634 -0.3 -0.2 0.2 0.243
P 0.0440 1.5119 2.1211 0.7 -1.6 0.4 0.827
P 1.8583 1.4579 -1.6449 0.3 -0.8 -0.7 0.733
C 1.6614 2.0414 -3.3679 0.1 0.5 0.0 -0.939
H 1.3058 3.0844 -3.3228 0.2 -0.3 -0.2 0.253
H 2.6146 2.0167 -3.9152 -0.3 0.0 0.1 0.256
H 0.9180 1.4329 -3.9089 0.3 0.1 0.3 0.260
C 3.3389 2.2363 -0.9378 0.1 0.1 -0.1 -0.927
H 4.1944 2.1737 -1.6250 -0.2 0.0 0.3 0.256
H 3.0814 3.2964 -0.7665 0.2 -0.4 0.0 0.269
H 3.5786 1.7488 0.0224 0.0 0.3 -0.4 0.253
C -1.1850 1.8598 3.4098 -0.2 0.3 -0.1 -0.946
H -0.7076 1.7502 4.3962 -0.2 0.1 -0.3 0.248
H -1.5548 2.8845 3.2751 0.0 -0.3 0.3 0.250
H -2.0215 1.1492 3.3263 0.3 0.3 0.0 0.265
C 1.5186 2.4674 2.5938 -0.1 0.1 0.1 -0.935
H 1.3209 3.5323 2.3926 0.2 -0.4 0.1 0.268
H 1.6997 2.3092 3.6691 0.1 0.1 -0.4 0.248
H 2.3836 2.1263 1.9987 -0.4 0.2 0.3 0.240
H -3.4148 -2.5824 -1.2082 0.5 0.2 0.1 0.234
H -2.0870 3.5710 1.1368 0.3 1.4 0.6 0.093
O -0.2477 4.1583 0.3076 -0.4 -0.2 0.6 -0.567
C -1.0885 3.3526 0.7010 -0.9 -1.3 -2.1 -0.104